{
  "formula": "C5H14N2O2",
  "method": "the ωB97M-V functional and the def2-TZVPD basis",
  "e_homo_ha": -0.3296,
  "de_lowest_kcal_mol": 99.3,
  "lumo_ha": 0.0282,
  "total_charge": 0,
  "smiles": "CNCC[C@H](N)C=O.O",
  "symbols": ["C", "N", "C", "C", "C", "N", "C", "O", "H", "H", "H", "H", "H", "H", "H", "H", "H", "H", "H", "H", "O", "H", "H"],
  "positions_angstrom": [[0.906, -2.167, 2.214], [0.862, -1.379, 0.949], [0.670, 0.166, 1.485], [0.335, 1.012, 0.244], [-1.168, 0.575, -0.458], [-0.973, -0.115, -1.732], [-1.830, 1.978, -0.803], [-1.724, 2.804, 0.046], [-0.035, -2.468, 2.537], [1.602, -1.508, 2.956], [1.673, -2.966, 1.971], [0.121, -1.570, 0.425], [-0.262, 0.114, 2.184], [1.588, 0.387, 2.026], [1.186, 0.870, -0.520], [0.096, 2.023, 0.410], [-1.795, -0.026, 0.380], [-1.367, -1.037, -1.838], [-0.023, -0.033, -2.064], [-2.464, 1.990, -1.788], [1.988, -1.747, -1.843], [1.866, -1.211, -0.957], [3.004, -1.946, -1.942]],
  "forces_ev_per_a": [[5.556, 1.356, -1.237], [3.981, 4.484, 4.916], [-2.359, -2.731, -1.503], [-0.917, -2.408, -1.315], [1.531, 0.110, 0.501], [-0.419, 0.062, 0.568], [-0.673, -2.880, 0.625], [-0.673, 1.811, -0.433], [-1.358, -0.614, 1.076], [-2.312, -1.543, -1.210], [-1.508, 0.027, 0.629], [-4.155, -1.154, -2.628], [1.747, 0.408, -0.852], [-0.158, 0.231, -0.159], [-1.414, 0.396, 0.915], [0.684, 1.242, 0.748], [1.213, 1.441, -2.111], [0.278, 0.000, 0.086], [-0.106, -0.455, -0.046], [1.088, 0.395, 1.312], [2.417, 0.935, 1.585], [0.623, -1.881, -2.017], [-3.065, 0.767, 0.549]]
}